[1]
Computed, not measured: 15 unconnected molecules or ions with the total composition C59H88B2F4NO31S5 in a non-equilibrium geometry, with ωB97M-V/def2-TZVPD.

Computed properties:
HOMO: -7.05 eV
Net charge: -1
Lowest unoccupied orbital energy: 0.050 Ha
Kohn-Sham gap: 8.40 eV

Geometry (Å):
C: 2.39 -0.56 -0.63
C: 1.06 0.07 -1.14
N: 0.06 0.31 0.08
C: 0.71 1.39 1.04
C: -1.24 0.92 -0.56
C: -2.24 1.68 0.43
C: -0.34 -0.93 0.94
C: -0.81 -2.18 0.16
O: 0.23 -2.79 -0.56
C: -0.03 -4.06 -1.05
H: 3.01 0.15 -0.09
H: 2.98 -0.77 -1.52
H: 2.29 -1.54 -0.16
H: 0.64 -0.56 -1.92
H: 1.32 1.03 -1.58
H: 1.70 1.05 1.34
H: 0.19 1.69 1.95
H: 0.81 2.30 0.44
H: -1.68 0.14 -1.18
H: -0.86 1.60 -1.33
H: -1.75 2.45 1.02
H: -2.76 1.17 1.25
H: -3.19 2.01 0.00
H: -1.15 -0.65 1.62
H: 0.45 -1.01 1.68
H: -1.70 -2.03 -0.45
H: -1.12 -2.88 0.94
H: 0.64 -4.33 -1.86
H: -1.04 -4.05 -1.48
H: -0.03 -4.71 -0.17
O: -3.31 -0.25 -9.86
C: -2.45 -0.45 -9.00
O: -2.60 -0.88 -7.75
B: -1.33 -0.90 -7.02
O: -0.31 -0.41 -8.05
C: -0.94 -0.07 -9.20
O: -0.44 0.42 -10.22
O: -1.02 -2.17 -6.32
C: -0.89 -1.89 -5.01
O: -0.65 -2.76 -4.11
C: -1.24 -0.41 -4.77
O: -1.49 0.15 -5.96
O: -1.09 0.21 -3.71
O: 2.85 -1.02 2.42
C: 3.08 -0.31 3.41
O: 4.14 0.39 3.64
B: 4.04 1.12 4.88
O: 2.65 0.91 5.33
C: 2.10 0.09 4.51
O: 0.90 -0.30 4.56
O: 4.27 2.59 4.78
C: 5.24 2.97 5.57
O: 5.69 4.10 5.78
C: 5.74 1.65 6.27
O: 5.03 0.66 5.87
O: 6.63 1.63 7.12
F: -5.70 0.91 0.47
C: -5.43 0.09 -0.56
C: -5.30 0.64 -1.78
C: -4.79 -0.15 -2.82
C: -4.68 -1.51 -2.61
C: -4.92 -2.08 -1.34
C: -5.27 -1.25 -0.32
H: -5.46 1.70 -1.92
H: -4.58 0.24 -3.81
H: -4.47 -2.08 -3.50
H: -4.92 -3.16 -1.23
H: -5.53 -1.58 0.68
F: 2.64 3.55 2.04
C: 2.37 4.88 1.76
C: 2.81 5.87 2.62
C: 2.72 7.22 2.30
C: 2.02 7.61 1.15
C: 1.52 6.60 0.32
C: 1.74 5.25 0.58
H: 3.45 5.64 3.46
H: 3.14 7.96 2.97
H: 1.66 8.61 0.96
H: 0.87 6.91 -0.48
H: 1.45 4.48 -0.11
F: 0.12 -7.67 0.64
C: -0.99 -7.21 0.14
C: -1.81 -6.31 0.79
C: -2.91 -5.80 0.15
C: -3.18 -6.16 -1.20
C: -2.33 -7.01 -1.85
C: -1.29 -7.61 -1.20
H: -1.72 -6.02 1.83
H: -3.56 -5.10 0.66
H: -3.86 -5.61 -1.83
H: -2.43 -7.24 -2.91
H: -0.65 -8.29 -1.75
F: 3.08 -6.96 0.97
C: 2.94 -6.44 -0.28
C: 3.31 -5.11 -0.45
C: 3.37 -4.62 -1.77
C: 2.97 -5.39 -2.84
C: 2.53 -6.71 -2.63
C: 2.62 -7.24 -1.35
H: 3.50 -4.53 0.44
H: 3.60 -3.58 -1.94
H: 3.02 -5.05 -3.87
H: 2.27 -7.32 -3.48
H: 2.28 -8.26 -1.21
C: 7.25 -2.83 -2.20
S: 6.19 -3.10 -0.74
O: 7.05 -3.49 0.46
C: 5.79 -1.36 -0.22
H: 6.63 -2.64 -3.08
H: 7.82 -3.73 -2.41
H: 7.89 -1.96 -2.03
H: 6.75 -0.92 0.05
H: 5.14 -1.25 0.65
H: 5.40 -0.87 -1.11
C: 3.12 2.75 -3.26
S: 1.38 3.22 -3.37
O: 0.79 3.39 -1.99
C: 1.79 4.97 -3.73
H: 3.09 1.72 -2.92
H: 3.48 3.27 -2.37
H: 3.65 3.00 -4.18
H: 2.30 5.32 -2.84
H: 0.87 5.50 -3.99
H: 2.54 4.91 -4.52
C: -2.03 7.07 -0.82
S: -1.67 5.25 -0.73
O: -2.34 4.85 0.58
C: -3.07 4.93 -1.91
H: -1.34 7.58 -0.14
H: -3.04 7.29 -0.48
H: -1.94 7.37 -1.86
H: -3.09 3.84 -2.02
H: -2.69 5.39 -2.82
H: -3.97 5.36 -1.46
C: 2.63 -0.44 -5.53
S: 4.46 -0.51 -5.28
O: 4.58 -0.23 -3.79
C: 4.77 -2.36 -5.54
H: 2.32 0.59 -5.36
H: 2.18 -1.16 -4.85
H: 2.53 -0.60 -6.61
H: 4.54 -2.72 -6.55
H: 4.19 -2.90 -4.80
H: 5.82 -2.54 -5.31
C: -2.44 -0.43 4.87
S: -3.62 -1.37 3.79
O: -3.62 -0.63 2.43
C: -2.44 -2.77 3.56
H: -2.11 -0.98 5.75
H: -3.00 0.35 5.38
H: -1.51 -0.11 4.40
H: -2.42 -3.31 4.51
H: -1.44 -2.35 3.42
H: -2.69 -3.54 2.84
C: -5.40 4.16 1.63
O: -6.10 4.71 0.53
C: -7.01 4.01 -0.27
O: -7.46 2.90 -0.06
O: -7.39 4.91 -1.23
C: -8.44 4.54 -2.08
H: -4.76 4.91 2.10
H: -4.82 3.27 1.39
H: -6.04 3.66 2.35
H: -9.28 4.66 -1.39
H: -8.34 3.50 -2.39
H: -8.54 5.30 -2.86
C: 0.89 -4.97 3.22
O: 0.34 -4.63 4.49
C: 1.09 -3.91 5.41
O: 2.33 -3.87 5.35
O: 0.22 -3.55 6.36
C: 0.62 -2.70 7.36
H: 0.78 -4.11 2.57
H: 0.15 -5.68 2.86
H: 1.89 -5.41 3.26
H: 0.72 -1.68 7.01
H: 1.57 -3.08 7.74
H: -0.13 -2.76 8.15
C: 1.01 4.10 6.13
O: 0.10 3.19 5.51
C: -1.21 3.57 5.52
O: -1.73 4.50 6.16
O: -1.80 2.77 4.63
C: -3.01 3.16 4.01
H: 0.82 4.10 7.20
H: 1.04 5.15 5.82
H: 1.97 3.63 5.89
H: -2.79 3.68 3.08
H: -3.56 3.71 4.77
H: -3.67 2.35 3.70

Löwdin atomic charge list, values in e, 6 entries: -0.0711, -0.1031, -0.1473, 0.0389, -0.0943, -0.0443

---

[2]
Computed, not measured: a single C3H4BrN molecule in a non-equilibrium geometry, with ωB97M-V/def2-TZVPD.

Computed properties:
Relative energy (zero: lowest compared OMol25 entry of this formula, charge and spin): 135.59 kcal per mole
HOMO (alpha / beta): -8.83 / -8.83 eV
Lowest unoccupied orbital energy (alpha / beta): -0.009 / -0.009 Ha
Kohn-Sham gap (alpha / beta): 8.58 / 8.58 eV

Geometry (Å):
C: -0.71 -1.62 0.31
C: -0.35 -0.82 -0.61
C: -0.17 0.48 -0.92
N: -0.03 0.91 1.84
Br: -0.41 -0.73 2.29
H: -0.81 -2.71 0.58
H: -0.87 1.03 -1.37
H: 0.86 0.78 -1.18
H: 0.88 0.96 1.55

Löwdin atomic charge list, values in e, 6 entries: -0.2670, -0.2283, 0.0323, -0.5107, 0.9479, 0.0550

---

[3]
Computed, not measured: a gas-phase ion, C8H16NO (charge +1) in a non-equilibrium geometry, with ωB97M-V/def2-TZVPD.

Computed properties:
Structure (SMILES): C[N+](C)=C1OCCC1(C)C
Relative energy (zero: lowest compared OMol25 entry of this formula, charge and spin): 37.71 kcal per mole
HOMO: -14.82 eV
Net charge: +1
Lowest unoccupied orbital energy: -0.124 Ha
Kohn-Sham gap: 11.44 eV

Geometry (Å):
C: 0.27 0.54 0.04
C: -2.09 0.52 0.15
C: -1.56 1.89 -0.26
C: -0.82 -0.50 0.03
C: -0.98 -1.19 -1.36
C: -0.97 -1.48 1.19
C: 2.42 1.41 -0.14
C: 2.09 -0.92 0.38
N: 1.52 0.30 0.15
O: -0.14 1.89 -0.07
H: -2.37 0.56 1.20
H: -2.80 0.15 -0.63
H: -1.88 2.01 -1.38
H: -2.04 2.68 0.33
H: -0.51 -2.24 -1.26
H: -0.36 -0.63 -2.12
H: -1.99 -1.35 -1.50
H: -0.81 -0.87 2.11
H: -0.22 -2.22 1.18
H: -1.94 -1.91 1.31
H: 2.06 2.37 0.12
H: 2.68 1.47 -1.20
H: 3.46 1.16 0.35
H: 2.90 -1.02 -0.23
H: 1.52 -1.77 0.24
H: 2.56 -0.86 1.38

Löwdin atomic charge list, values in e, 6 entries: -0.1358, -0.0754, -0.1399, -0.4051, 0.0069, -0.0179

---

[4]
Computed, not measured: a molecular structure, C11H15ClIrN9S in a non-equilibrium geometry, with ωB97M-V/def2-TZVPD.

Computed properties:
Relative energy (zero: lowest compared OMol25 entry of this formula, charge and spin): 25.45 kcal per mole
HOMO (alpha / beta): -14.78 / -14.83 eV
Net charge: +2
Lowest unoccupied orbital energy (alpha / beta): -0.283 / -0.287 Ha
Kohn-Sham gap (alpha / beta): 7.08 / 7.02 eV

Geometry (Å):
Ir: 0.14 -0.31 0.22
C: 1.94 -1.43 -4.71
C: 2.36 -0.46 -3.68
N: 3.32 0.41 -3.76
N: 3.32 1.06 -2.56
C: 2.38 0.64 -1.73
S: 1.99 1.17 -0.16
N: 1.76 -0.33 -2.42
N: 0.69 -1.06 -1.88
H: 2.58 -1.31 -5.58
H: 0.91 -1.26 -5.01
H: 2.04 -2.46 -4.35
H: 4.00 1.79 -2.39
H: 0.96 -2.04 -1.81
H: -0.12 -0.98 -2.49
Cl: -0.40 2.61 5.05
C: -0.11 1.29 4.03
C: 1.22 0.93 3.74
C: 1.47 -0.13 2.92
C: 0.39 -0.89 2.35
C: 0.62 -2.00 1.47
C: -0.93 -0.50 2.68
C: -1.18 0.59 3.50
H: 2.03 1.48 4.18
H: 2.49 -0.43 2.70
H: -0.17 -2.74 1.35
H: 1.63 -2.38 1.37
H: -1.76 -1.11 2.33
H: -2.19 0.88 3.76
N: -4.24 2.42 0.70
N: -3.54 1.35 0.26
N: -4.13 0.20 -0.01
C: -3.09 -0.56 -0.33
N: -1.94 0.13 -0.26
N: -2.26 1.36 0.14
H: -5.22 2.35 0.47
H: -3.77 3.30 0.55
H: -3.18 -1.59 -0.63

Löwdin atomic charge list, values in e, 6 entries: 0.9867, 0.0244, -0.2826, 0.1789, 0.0808, -0.6975